99
Properties=species:S:1:pos:R:3:forces:R:3 method="wB97M-V/def2-TZVPD" e_tot_ev=-70434.704 e_lumo_ev=-2.943 charge=+1 homo_lumo_gap_ha=0.3099
N 3.63562 3.70604 1.10236 -0.34 -0.93 0.69
C 4.49425 2.66473 1.71990 1.34 0.00 -0.51
C 4.79217 1.44160 0.74683 -1.07 0.50 -0.15
C 3.45546 0.80762 0.15380 0.77 0.04 0.14
C 2.47213 0.30580 1.27829 -0.99 0.10 -0.59
C 1.08797 -0.06372 0.60028 2.49 -0.34 -1.27
C 1.34758 -1.38587 -0.28078 0.26 0.54 1.24
O 0.15939 -2.16053 -0.51777 -0.38 1.46 0.28
C -0.95751 -1.27504 -0.67782 0.89 -0.08 0.04
C -1.26880 -0.56504 0.70921 -2.79 0.41 -1.76
O -1.71156 0.75952 0.38127 0.71 -0.70 0.17
C -2.43764 -1.26150 1.51200 0.41 -0.24 0.19
C -3.44159 -0.21269 2.10474 -1.01 0.94 0.16
O -3.30644 0.19129 3.24230 0.54 -0.60 -0.63
C -4.66919 0.32881 1.32226 -1.23 0.23 -0.97
C -5.76489 0.90554 2.12408 0.32 -0.27 -2.04
C -6.95632 1.40168 1.46742 1.45 -0.75 -0.50
C -7.09314 1.33095 0.01782 1.62 -0.54 1.29
C -6.00605 0.79191 -0.77793 0.20 0.06 1.49
C -4.78910 0.28888 -0.13635 -1.69 0.68 1.18
N -0.01170 -0.38447 1.55676 -0.95 -0.50 -2.35
O -0.30409 0.61647 2.45554 1.21 -0.47 1.32
B -0.03690 0.25798 3.81608 0.30 0.99 2.19
O -0.40326 -0.95091 4.42909 1.20 0.33 -2.22
O 0.61226 1.24127 4.59841 -2.01 -0.66 -1.37
H 2.68919 3.60441 1.47889 0.30 0.25 -0.55
H 3.62012 3.61578 0.08610 -0.07 0.14 0.38
H 5.48580 3.16652 1.91595 -0.85 -0.72 0.00
H 4.10528 2.34130 2.71674 0.12 0.27 -0.87
H 5.39990 0.63979 1.24217 -0.41 0.82 -0.43
H 5.34772 1.87798 -0.13276 -0.32 -0.67 0.90
H 3.77197 -0.03607 -0.52428 -0.43 0.70 0.74
H 2.95645 1.56649 -0.51613 0.30 -0.71 0.81
H 2.26321 1.11408 2.03291 0.48 -0.80 -0.62
H 2.87465 -0.63030 1.75267 -0.22 0.98 -0.11
H 0.82754 0.74750 -0.12170 -0.46 -0.42 1.18
H 1.86219 -1.02776 -1.20991 -0.61 -0.53 0.60
H 2.05242 -2.01280 0.33716 -0.71 0.26 -0.95
H -1.86035 -1.83693 -1.04277 1.01 0.38 0.53
H -0.66456 -0.52133 -1.47123 -0.54 -0.44 0.89
H -2.04359 0.74516 -0.53288 0.18 0.15 0.38
H -2.98267 -1.98208 0.85142 0.53 0.66 0.47
H -2.00850 -1.84515 2.36663 -0.53 0.46 -0.56
H -5.63770 0.94293 3.23162 -0.21 -0.02 -1.16
H -7.75095 1.83167 2.12366 0.67 -0.43 -0.89
H -8.03774 1.70038 -0.43362 0.94 -0.36 0.19
H -6.11684 0.77400 -1.89076 0.23 -0.06 1.20
H -3.96692 -0.12571 -0.77089 -0.93 0.32 0.61
H 0.21318 -1.30057 1.97754 -0.28 0.27 0.34
H 0.42272 -1.46411 4.53767 -0.61 0.07 0.70
H -0.11120 1.61082 5.14825 0.86 -0.02 0.25
C -0.00149 3.79470 -1.58008 -0.14 -0.01 -0.01
C -1.21120 4.44857 -1.79803 0.03 0.06 -0.10
C -1.25821 5.55261 -2.63763 -0.08 -0.16 0.13
C -0.09317 6.01148 -3.25076 0.02 -0.25 0.22
C 1.11956 5.36714 -3.00946 -0.24 0.02 0.03
C 1.15425 4.25122 -2.18171 0.12 -0.21 0.15
C 2.37898 5.87175 -3.61369 0.67 -0.17 0.00
O 3.43387 5.30384 -3.40301 -0.17 -0.02 0.04
C 2.32577 7.08164 -4.46858 -0.07 0.16 -0.08
C 3.50392 7.60193 -4.99683 0.13 0.12 -0.11
C 3.46298 8.72609 -5.80875 -0.09 -0.06 0.04
C 2.24394 9.33041 -6.10429 0.00 -0.09 0.07
C 1.06741 8.81936 -5.57607 0.06 0.15 -0.11
C 1.10489 7.70022 -4.74955 0.19 0.00 -0.03
C -0.15549 7.18379 -4.16172 -0.51 0.44 -0.25
O -1.22040 7.71084 -4.41382 0.10 -0.13 0.08
H 0.03875 2.92450 -0.93217 -0.05 0.06 0.03
H -2.11600 4.09614 -1.31550 0.04 0.05 -0.02
H -2.20046 6.05852 -2.81139 0.15 0.06 -0.10
H 2.08888 3.73361 -1.99779 0.06 0.20 -0.16
H 4.45507 7.13398 -4.77283 -0.15 -0.08 0.06
H 4.38185 9.13247 -6.21471 -0.05 -0.03 0.03
H 2.21310 10.20421 -6.74444 -0.01 -0.05 0.04
H 0.12182 9.29598 -5.80506 0.00 -0.14 0.12
C -1.18391 -10.25052 3.79702 0.00 0.09 -0.06
C -2.39810 -9.60526 3.57826 0.08 0.04 -0.06
C -2.45930 -8.50526 2.73540 -0.12 -0.11 0.12
C -1.30346 -8.03802 2.11630 0.08 -0.12 0.11
C -0.08110 -8.67099 2.35502 -0.19 -0.01 0.04
C -0.02773 -9.78479 3.18789 -0.06 -0.13 0.13
C 1.16834 -8.15553 1.74182 0.51 -0.43 0.19
O 2.23177 -8.70605 1.94509 -0.10 0.13 -0.05
C 1.09719 -6.94719 0.88075 0.00 0.24 -0.15
C 2.26659 -6.41582 0.34345 0.14 0.16 -0.08
C 2.20795 -5.29417 -0.47303 -0.15 -0.12 0.11
C 0.97905 -4.70574 -0.76280 0.29 -0.48 -0.03
C -0.18648 -5.22960 -0.22504 0.12 0.18 -0.08
C -0.13068 -6.34421 0.60522 0.18 0.07 -0.07
C -1.38294 -6.87263 1.20328 -0.66 0.13 -0.05
O -2.45440 -6.35240 0.95165 0.17 0.06 0.02
H -1.13959 -11.11525 4.44859 0.00 0.05 -0.04
H -3.29782 -9.96308 4.06477 0.05 0.02 -0.04
H -3.40738 -8.00962 2.56408 0.14 0.04 -0.10
H 0.91562 -10.28707 3.36550 0.00 0.15 -0.10
H 3.22421 -6.87279 0.56384 -0.16 -0.11 0.06
H 3.12023 -4.87831 -0.88632 -0.04 -0.07 -0.01
H 0.93349 -3.84118 -1.40335 0.04 -0.28 -0.12
H -1.14009 -4.76579 -0.44975 -0.02 -0.16 0.10